No. 1
The following is a quantum chemistry calculation of a 2-piece molecular cluster, C2H6N2O4 overall at a distorted geometry, from OMol25.

## Properties
- largest force on an atom (eV/A) = 4.49
- SMILES string = NC(N)=O.O=C(O)O
- calculated total energy (Eh) = -490.295154
- HOMO level (eV) = -9.7
- Kohn-Sham gap (eV) = 10.3

Positions of all 14 atoms, in Å:
C: 1.26 -1.01 -0.37
O: -0.06 -1.64 -0.13
O: 2.05 -1.40 0.64
O: 1.64 -0.78 -1.50
H: 2.95 -1.27 0.30
H: 0.01 -1.93 0.80
C: -0.56 0.98 0.21
N: -1.56 0.92 1.10
N: -0.92 1.11 -1.08
O: 0.65 0.96 0.56
H: -1.05 0.24 -1.60
H: -2.47 1.27 0.83
H: -1.29 0.79 2.06
H: -0.65 1.75 -1.81

Here are the Mulliken charges for atoms 1 to 2, given in e: C 0.724; O -0.492

No. 2
The following is a quantum chemistry calculation of an isolated molecule of C2H6N2OS at a distorted geometry, from OMol25.

## Properties
- largest force on an atom (eV/A) = 6.57
- SMILES string = NCC(=O)NS
- calculated total energy (Eh) = -662.641566
- HOMO level (eV) = -8.5
- Kohn-Sham gap (eV) = 9.1

Positions of all 12 atoms, in Å:
C: -0.54 0.51 0.71
C: -0.50 -1.03 0.28
H: -0.51 2.29 -0.48
H: -1.03 0.73 -1.11
H: -1.39 0.94 1.46
H: 0.65 0.62 1.20
H: 0.76 -2.27 -0.98
H: 1.88 0.55 -0.68
N: -0.41 1.18 -0.47
N: 0.66 -1.38 -0.34
O: -1.56 -1.67 0.14
S: 2.00 -0.48 0.26

Here are the Mulliken charges for atoms 1 to 2, given in e: C -0.386; C 0.474

No. 3
The following is a quantum chemistry calculation of an isolated molecule of C2H6N2OS at a distorted geometry, from OMol25.

## Properties
- largest force on an atom (eV/A) = 6.32
- SMILES string = [H]/N=C(/NO)SC
- calculated total energy (Eh) = -662.626254
- HOMO level (eV) = -9.4
- Kohn-Sham gap (eV) = 10.1

Positions of all 12 atoms, in Å:
C: -0.73 1.25 -1.38
C: 0.57 -0.67 0.10
H: -0.82 2.03 -0.40
H: -0.84 1.80 -2.28
H: -1.52 0.52 -1.21
H: 0.26 -2.53 -0.38
H: 1.11 0.97 1.19
H: 0.30 -1.49 2.13
N: 0.23 -1.95 0.39
N: 0.36 0.29 1.07
O: 0.27 -0.43 2.35
S: 0.80 0.22 -1.57

Here are the Mulliken charges for atoms 1 to 2, given in e: C -0.757; C 0.376

No. 4
The following is a quantum chemistry calculation of an isolated molecule of C2H6N2OS at a distorted geometry, from OMol25.

## Properties
- largest force on an atom (eV/A) = 2.80
- SMILES string = CN(O)C(N)=S
- calculated total energy (Eh) = -662.682079
- HOMO level (eV) = -8.6
- Kohn-Sham gap (eV) = 9.2

Positions of all 12 atoms, in Å:
C: 1.09 -0.54 0.89
C: -0.78 0.19 -0.67
H: 1.78 0.15 1.44
H: 0.78 -1.41 1.61
H: 1.51 -1.07 0.00
H: -1.78 0.73 1.23
H: -0.23 0.59 -2.65
H: 1.03 0.11 -1.49
N: -0.13 0.13 0.50
N: 0.04 0.10 -1.73
O: -0.91 0.43 1.65
S: -2.42 0.58 -0.78

Here are the Mulliken charges for atoms 1 to 2, given in e: C -0.916; C 0.522

No. 5
The following is a quantum chemistry calculation of a 2-piece molecular cluster, C2H6N2OS2 overall at a distorted geometry, from OMol25.

## Properties
- largest force on an atom (eV/A) = 4.67
- SMILES string = S/N=N\S.C=CO
- calculated total energy (Eh) = -1060.784530
- HOMO level (eV) = -8.6
- Kohn-Sham gap (eV) = 9.1

Positions of all 13 atoms, in Å:
C: -1.86 0.36 0.08
C: -0.94 -0.40 -0.53
N: 1.18 -1.67 1.41
N: 1.01 -0.46 1.33
O: 0.11 0.08 -1.38
S: 2.08 0.78 1.29
S: 2.69 -2.43 1.40
H: 1.20 1.68 1.52
H: -2.20 1.36 -0.06
H: -2.39 -0.22 0.81
H: -1.13 -1.40 -0.64
H: 0.00 1.06 -1.40
H: 2.14 -3.65 1.82

Here are the Mulliken charges for atoms 1 to 2, given in e: C -0.728; C -0.076

No. 6
The following is a quantum chemistry calculation of an isolated molecule of C2H6N2S at a distorted geometry, from OMol25.

## Properties
- largest force on an atom (eV/A) = 3.40
- SMILES string = CC(=S)NN
- calculated total energy (Eh) = -587.444084
- HOMO level (eV) = -8.6
- Kohn-Sham gap (eV) = 8.9

Positions of all 11 atoms, in Å:
C: 0.83 -0.33 -1.37
C: -0.11 -0.17 -0.15
H: 1.58 -0.99 -1.01
H: 0.33 -0.73 -2.23
H: 1.27 0.66 -1.58
H: -0.03 0.81 1.56
H: 2.04 1.73 1.25
H: 1.81 0.10 1.54
N: 0.36 0.93 0.61
N: 1.78 0.86 0.83
S: -1.64 -0.69 -0.03

Here are the Mulliken charges for atoms 1 to 2, given in e: C -0.933; C 0.238

No. 7
The following is a quantum chemistry calculation of a 2-piece molecular cluster, C2H6N2S overall at a distorted geometry, from OMol25.

## Properties
- largest force on an atom (eV/A) = 6.08
- calculated total energy (Eh) = -587.357558
- HOMO level (eV) = -8.0
- Kohn-Sham gap (eV) = 7.8

Positions of all 11 atoms, in Å:
C: -1.50 -0.54 0.16
C: 0.79 -0.16 -0.15
H: -1.91 -0.97 -0.85
H: -1.14 -1.50 0.84
H: -2.43 0.10 0.84
H: -0.67 1.53 -1.00
H: 1.88 1.90 0.07
H: 2.75 0.43 0.33
N: -0.51 0.35 -0.25
N: 1.78 0.75 0.13
S: 0.96 -1.89 -0.10

Here are the Mulliken charges for atoms 1 to 2, given in e: C -0.768; C 0.284

No. 8
The following is a quantum chemistry calculation of C2H6N2S2 as an isolated structure at a distorted geometry, from OMol25.

## Properties
- largest force on an atom (eV/A) = 8.09
- calculated total energy (Eh) = -985.588323
- HOMO level (eV) = -8.0
- Kohn-Sham gap (eV) = 7.8

Positions of all 12 atoms, in Å:
C: 1.59 -0.75 -0.28
C: -0.33 0.74 0.07
H: 2.65 -0.68 -0.30
H: 1.33 -1.33 0.52
H: 1.04 -1.10 -1.22
H: 1.57 1.36 0.39
H: -0.70 -1.11 1.15
H: -3.04 0.79 -0.27
N: 0.99 0.61 0.00
N: -1.16 -0.27 0.17
S: -1.12 2.27 -0.10
S: -2.82 -0.52 -0.13

Here are the Mulliken charges for atoms 1 to 2, given in e: C -0.798; C 0.339

Please write out number 6 again, unchanged.
The following is a quantum chemistry calculation of an isolated molecule of C2H6N2S at a distorted geometry, from OMol25.

## Properties
- largest force on an atom (eV/A) = 3.40
- SMILES string = CC(=S)NN
- calculated total energy (Eh) = -587.444084
- HOMO level (eV) = -8.6
- Kohn-Sham gap (eV) = 8.9

Positions of all 11 atoms, in Å:
C: 0.83 -0.33 -1.37
C: -0.11 -0.17 -0.15
H: 1.58 -0.99 -1.01
H: 0.33 -0.73 -2.23
H: 1.27 0.66 -1.58
H: -0.03 0.81 1.56
H: 2.04 1.73 1.25
H: 1.81 0.10 1.54
N: 0.36 0.93 0.61
N: 1.78 0.86 0.83
S: -1.64 -0.69 -0.03

Here are the Mulliken charges for atoms 1 to 2, given in e: C -0.933; C 0.238

Question: The highest Kohn-Sham gap belongs to which entry?
Answer: C2H6N2O4

Question: The highest largest force on an atom belongs to which entry?
Answer: C2H6N2S2